[1]
DFT (the ωB97M-V functional and the def2-TZVPD basis) results for a molecular structure, C52H50BF4IN7O2PRb in a non-equilibrium geometry.

The geometry in ORCA input format:
```
! RIJCOSX wB97M-V def2-TZVPD def2/J DEFGRID3
* xyz -1 1
Rb -0.637 -0.189 -0.222
C -4.191 1.015 0.022
O -3.003 1.647 -0.459
C -3.075 2.990 -0.695
C -4.235 3.593 -1.165
C -4.277 4.956 -1.427
C -3.143 5.727 -1.227
C -1.983 5.134 -0.760
C -1.920 3.766 -0.467
N -0.759 3.134 -0.012
N 0.056 3.950 0.513
C 1.321 3.629 0.846
C 1.958 2.354 0.601
O 1.351 1.320 0.267
C 3.404 2.313 0.793
C 4.111 3.355 1.272
C 3.474 4.585 1.638
C 4.206 5.655 2.179
C 3.584 6.821 2.553
C 2.195 6.932 2.406
C 1.463 5.904 1.863
C 2.079 4.707 1.440
H -4.612 1.560 0.867
H -3.911 0.023 0.362
H -4.954 0.913 -0.757
H -5.125 2.997 -1.321
H -5.196 5.404 -1.784
H -3.166 6.790 -1.435
H -1.088 5.717 -0.593
H 3.886 1.375 0.537
H 5.185 3.271 1.414
H 5.279 5.544 2.303
H 4.159 7.643 2.963
H 1.697 7.837 2.734
H 0.390 5.986 1.759
C -0.084 0.114 -5.777
C 1.077 -0.494 -6.234
C 2.084 -0.782 -5.331
C 1.893 -0.459 -3.985
N 0.743 0.039 -3.540
C -0.201 0.348 -4.413
C 2.985 -0.499 -2.989
C 4.323 -0.363 -3.376
C 5.303 -0.259 -2.407
C 4.926 -0.244 -1.069
C 3.574 -0.367 -0.779
N 2.635 -0.527 -1.700
H -0.881 0.387 -6.454
H 1.203 -0.721 -7.285
H 3.007 -1.240 -5.663
H -1.099 0.790 -4.001
H 4.576 -0.280 -4.423
H 6.343 -0.145 -2.687
H 5.659 -0.107 -0.287
H 3.214 -0.322 0.247
I -6.197 -3.093 -3.925
C -4.731 -1.719 -3.402
C -4.848 -0.350 -3.435
N -3.647 0.125 -3.048
N -2.772 -0.846 -2.769
C -3.416 -1.979 -2.972
H -5.683 0.280 -3.692
H -3.383 1.084 -2.893
H -2.933 -2.928 -2.798
C 2.603 -0.842 3.737
P 1.216 -0.600 2.514
C 0.085 -1.859 3.252
C 0.149 -3.132 2.691
C -0.614 -4.175 3.189
C -1.480 -3.948 4.247
C -1.552 -2.687 4.819
C -0.764 -1.654 4.338
C 0.503 0.954 3.164
C 1.285 1.947 3.750
C 0.710 3.140 4.167
C -0.647 3.360 3.989
C -1.432 2.385 3.389
C -0.859 1.195 2.972
H 3.434 -0.169 3.518
H 2.955 -1.871 3.650
H 2.246 -0.672 4.754
H 0.787 -3.287 1.828
H -0.556 -5.156 2.733
H -2.122 -4.743 4.605
H -2.257 -2.494 5.617
H -0.838 -0.674 4.792
H 2.352 1.805 3.878
H 1.331 3.903 4.621
H -1.094 4.291 4.319
H -2.497 2.528 3.254
H -1.485 0.436 2.518
F -3.178 -1.195 2.226
B -4.359 -0.736 2.877
F -4.184 0.626 3.210
F -5.447 -0.866 1.986
F -4.584 -1.493 4.033
C 3.214 -4.708 -2.651
N 1.987 -4.811 -1.840
C 2.255 -4.625 -0.394
C 0.881 -3.878 -2.304
C -0.375 -4.252 -1.576
C -0.844 -5.568 -1.713
C -1.922 -5.990 -0.956
C -2.524 -5.080 -0.090
C -2.054 -3.776 0.005
C -0.947 -3.294 -0.727
H 3.921 -5.484 -2.360
H 3.664 -3.729 -2.499
H 2.965 -4.820 -3.704
H 1.580 -5.741 -1.947
H 2.703 -3.651 -0.242
H 2.916 -5.411 -0.031
H 1.305 -4.658 0.135
H 0.810 -3.988 -3.391
H 1.153 -2.858 -2.043
H -0.379 -6.273 -2.412
H -2.287 -7.008 -1.034
H -3.366 -5.402 0.515
H -2.562 -3.110 0.699
*
```

The calculation puts the energy above the lowest of the compared OMol25 structures with the same formula, charge and spin at 154.4 kJ/mol. As for the calculated total energy: -98857.899 eV. As for the HOMO energy: -0.1498 hartree. Its LUMO energy is 1.2 eV.

[2]
DFT (the ωB97M-V functional and the def2-TZVPD basis) results for a molecular structure, C25H50BN5OPb in a non-equilibrium geometry.

The geometry in ORCA input format:
```
! RIJCOSX wB97M-V def2-TZVPD def2/J DEFGRID3
* xyz 0 1
Pb -1.271 2.142 -1.406
C -0.407 -4.568 0.295
C -0.823 -3.768 1.547
C -0.771 -4.773 2.699
C -0.575 -4.181 4.152
C 0.555 -3.079 4.113
C 0.363 -1.984 3.099
N 0.153 -2.613 1.754
O 0.210 -1.678 0.680
C 1.739 -1.253 3.075
C -0.731 -1.036 3.699
C -2.262 -3.228 1.385
H -0.501 -3.925 -0.580
H -0.958 -5.491 0.114
H 0.633 -4.882 0.385
H -0.001 -5.541 2.618
H -1.786 -5.168 2.723
H -0.485 -4.835 5.020
H -1.464 -3.641 4.481
H 1.495 -3.593 3.909
H 0.649 -2.815 5.166
H 2.526 -1.993 2.931
H 2.070 -0.864 4.038
H 1.932 -0.456 2.357
H -1.426 -1.472 4.416
H -1.321 -0.432 3.010
H -0.220 -0.222 4.213
H -2.979 -4.049 1.413
H -2.269 -2.624 0.478
H -2.613 -2.654 2.243
B -3.336 4.892 -3.234
H -2.558 4.323 -3.720
H -3.772 5.650 -3.865
H -4.100 4.226 -2.865
H -2.980 5.400 -2.351
C 5.673 8.017 -0.853
C 5.900 7.019 0.245
C 4.657 6.459 0.948
C 3.802 5.741 -0.033
N 3.167 5.116 -0.734
H 5.344 8.915 -0.331
H 5.059 7.663 -1.681
H 6.595 8.427 -1.265
H 6.467 7.369 1.108
H 6.441 6.137 -0.099
H 4.183 7.332 1.397
H 4.965 5.750 1.716
C -2.688 -5.617 -7.508
C -2.191 -4.519 -6.439
C -3.385 -4.019 -5.609
C -3.177 -2.739 -4.921
N -2.937 -1.751 -4.305
H -3.734 -5.363 -7.679
H -2.800 -6.677 -7.284
H -2.182 -5.626 -8.473
H -1.638 -3.660 -6.820
H -1.436 -4.893 -5.747
H -3.524 -4.650 -4.731
H -4.339 -4.033 -6.137
C 4.105 -3.208 -4.110
C 4.847 -2.164 -3.271
C 4.846 -0.767 -3.807
C 3.538 -0.064 -3.795
N 2.513 0.562 -3.843
H 4.217 -4.208 -3.690
H 4.523 -3.166 -5.116
H 3.021 -3.118 -4.047
H 5.826 -2.406 -2.858
H 4.356 -2.075 -2.302
H 5.020 -0.873 -4.878
H 5.526 -0.002 -3.430
C -5.371 3.167 5.636
C -4.346 4.318 5.980
C -4.082 5.299 4.800
C -3.335 4.780 3.685
N -2.640 4.325 2.866
H -5.471 2.328 6.326
H -5.012 2.833 4.662
H -6.331 3.628 5.404
H -3.466 3.809 6.376
H -4.710 4.879 6.841
H -3.482 6.112 5.208
H -5.030 5.800 4.603
*
```

The calculation puts the energy above the lowest of the compared OMol25 structures with the same formula, charge and spin at 921.5 kJ/mol. As for the calculated total energy: -42143.624 eV. As for the HOMO energy: -0.2208 hartree. Its LUMO energy is -3.1 eV.